1.
{
  "formula": "C4H14O2",
  "method": "wB97M-V/def2-TZVPD",
  "symbols": ["C", "C", "C", "C", "H", "H", "H", "H", "H", "H", "H", "H", "H", "H", "H", "H", "O", "H", "H", "O"],
  "positions_angstrom": [[1.03783, 0.53809, -0.62734], [0.33119, -0.19786, -1.73991], [-1.18968, -0.23147, -1.57767], [0.85056, -1.62178, -1.91714], [2.06399, 0.81358, -0.87240], [1.06972, -0.11293, 0.25463], [0.50705, 1.42934, -0.29240], [0.53268, 0.29671, -2.69852], [-1.58120, -0.61159, -2.52635], [-1.47688, -0.99358, -0.84572], [-1.65968, 0.72227, -1.35493], [1.91633, -1.59676, -2.14467], [0.26690, -2.19693, -2.63245], [0.74777, -2.18581, -0.98109], [-0.61447, -1.53052, 2.28225], [-0.47244, -0.02838, 2.21501], [-0.02852, -0.79644, 2.57338], [0.05405, 2.32441, 2.79606], [-1.32959, 1.97028, 3.07081], [-0.74422, 2.13221, 2.32104]],
  "forces_ev_per_angstrom": [[0.1, -0.2, 0.8], [-0.4, 0.1, -0.7], [0.2, -0.8, -0.5], [0.1, -0.1, 0.9], [0.0, 0.0, -0.1], [0.1, 0.1, 0.0], [0.0, 0.1, -0.3], [0.0, 0.2, 0.1], [-0.3, 0.2, 0.1], [0.0, 0.3, 0.3], [0.1, 0.1, 0.1], [0.0, -0.2, -0.3], [0.2, 0.1, -0.4], [0.1, 0.2, 0.1], [0.7, 0.6, 0.4], [0.0, 0.7, -0.2], [-0.7, -1.2, -0.2], [1.1, 0.2, 0.0], [-0.4, 0.0, -0.2], [-0.7, -0.3, 0.2]],
  "nbo_charge": [-0.62, -0.22, -0.60, -0.60, 0.21, 0.21, 0.21, 0.19, 0.20, 0.19, 0.21, 0.21, 0.21, 0.20, 0.47, 0.48, -0.95, 0.47, 0.47, -0.93],
  "charge": 0,
  "smiles": "CC(C)C.O.O",
  "multiplicity": 1,
  "homo_ev": -10.86,
  "total_energy_ha": -311.271381,
  "largest_force_ha_per_bohr": 0.0275,
  "homo_lumo_gap_ev": 11.493
}

***

2.
{
  "formula": "C22H23N5O4S",
  "method": "wB97M-V/def2-TZVPD",
  "symbols": ["C", "H", "O", "C", "C", "C", "C", "C", "C", "H", "C", "N", "C", "H", "C", "N", "C", "O", "C", "C", "C", "C", "O", "H", "H", "H", "C", "C", "H", "H", "H", "H", "H", "H", "H", "C", "C", "N", "C", "N", "C", "N", "C", "H", "H", "H", "S", "O", "H", "H", "H", "H", "H", "H", "H"],
  "positions_angstrom": [[-1.08624, -3.87011, 2.60125], [-1.20542, -4.66687, 3.33370], [-1.33590, -4.46433, 1.34947], [-1.29450, -3.67801, 0.24123], [-1.59262, -4.30752, -0.96990], [-1.57954, -3.58907, -2.14590], [-1.27127, -2.23671, -2.14206], [-0.97026, -1.60880, -0.94602], [-0.98265, -2.32534, 0.24472], [-0.73845, -1.80054, 1.15384], [-0.68877, -0.12179, -0.89871], [0.41974, 0.16666, 0.00407], [1.64825, -0.47046, -0.43405], [1.46229, -1.53481, -0.58780], [2.72667, -0.29026, 0.63765], [2.94950, 1.11543, 0.87127], [4.01000, 1.86858, 0.48813], [3.96834, 3.09102, 0.51283], [5.26839, 1.22124, 0.07058], [6.32227, 1.86160, -0.53322], [7.33485, 0.89505, -0.70419], [6.83548, -0.26097, -0.18651], [5.59211, -0.07859, 0.28131], [7.25099, -1.24535, -0.09394], [8.29911, 1.03988, -1.14560], [6.34605, 2.89479, -0.81028], [1.72538, 1.79055, 1.25013], [0.65676, 1.58987, 0.17816], [-0.26660, 2.07295, 0.50050], [0.98853, 2.06295, -0.76288], [1.94754, 2.85096, 1.37390], [1.37313, 1.36852, 2.19620], [3.64130, -0.78747, 0.32895], [2.37492, -0.74052, 1.57247], [2.00703, -0.03739, -1.38618], [-1.94403, 0.55554, -0.44418], [-2.75729, 1.33739, -1.19381], [-3.85251, 1.75301, -0.48619], [-3.92549, 1.31717, 0.80310], [-5.01386, 1.78858, 1.37152], [-5.58739, 2.51764, 0.38354], [-4.91539, 2.52205, -0.75753], [-6.85948, 3.24830, 0.56946], [-7.12673, 3.75145, -0.35461], [-6.75020, 3.97623, 1.37061], [-7.64445, 2.55092, 0.85398], [-2.58104, 0.32795, 1.18690], [-2.58302, 1.71133, -2.47356], [-3.32556, 2.27799, -2.72871], [-0.48662, 0.24815, -1.92241], [-1.26803, -1.67440, -3.06365], [-1.81351, -4.08320, -3.07679], [-1.83338, -5.35848, -0.95669], [-1.80083, -3.06926, 2.81519], [-0.06755, -3.47347, 2.66070]],
  "forces_ev_per_angstrom": [[0.0, 0.1, 0.2], [0.0, 0.1, 0.0], [-0.1, -0.1, -0.3], [0.0, 0.1, -0.2], [0.0, -0.1, 0.1], [0.0, -0.1, 0.1], [0.1, 0.2, 0.1], [0.1, -0.2, -0.3], [0.0, -0.2, 0.2], [0.1, 0.0, 0.2], [-0.2, 0.0, -0.1], [-0.2, 0.0, -0.1], [0.2, -0.2, 0.2], [0.1, 0.0, 0.0], [0.0, -0.4, -0.4], [-0.1, 0.0, 0.2], [-0.2, 0.0, 0.3], [0.2, 0.0, -0.2], [0.8, 0.9, -0.6], [-0.8, -0.3, 0.3], [-0.1, -0.5, 0.2], [0.6, 0.3, -0.3], [-0.3, -0.2, 0.2], [0.0, -0.2, 0.1], [0.2, 0.0, -0.1], [-0.1, 0.2, 0.0], [-0.2, 0.4, -0.1], [0.1, 0.2, 0.3], [0.1, 0.0, 0.0], [0.0, 0.0, 0.0], [-0.1, -0.2, 0.0], [0.0, 0.0, 0.0], [-0.2, 0.0, 0.1], [0.0, 0.0, -0.1], [0.0, 0.0, 0.0], [-0.3, 0.4, -0.3], [0.7, -0.4, 0.0], [-0.4, -0.2, 1.3], [-0.1, 0.3, -0.5], [0.2, -0.3, 0.5], [0.4, -0.2, -0.2], [-0.3, 0.5, -0.9], [0.0, 0.0, -0.1], [-0.1, 0.1, 0.0], [0.0, 0.1, 0.0], [-0.1, 0.0, 0.0], [0.1, 0.0, 0.1], [-0.2, 0.0, 0.1], [0.0, 0.0, 0.0], [0.0, -0.1, 0.1], [0.0, 0.1, -0.1], [0.0, -0.1, -0.1], [0.0, -0.1, 0.0], [0.0, 0.0, 0.0], [0.0, 0.0, 0.0]],
  "nbo_charge": [-0.25, 0.20, -0.51, 0.40, -0.28, -0.18, -0.24, 0.01, -0.36, 0.23, -0.09, -0.44, -0.24, 0.22, -0.22, -0.42, 0.63, -0.63, 0.15, -0.23, -0.32, 0.11, -0.40, 0.21, 0.23, 0.25, -0.23, -0.23, 0.22, 0.18, 0.25, 0.20, 0.24, 0.20, 0.17, -0.27, 0.46, -0.21, 0.18, -0.50, 0.34, -0.34, -0.65, 0.23, 0.23, 0.23, 0.42, -0.65, 0.51, 0.21, 0.21, 0.22, 0.22, 0.18, 0.17],
  "charge": 0,
  "smiles": "COc1cccc([C@@H](c2sc3nc(C)nn3c2O)N2CCN(C(=O)c3ccco3)CC2)c1",
  "multiplicity": 1,
  "homo_ev": -8.34,
  "total_energy_ha": -1825.050597,
  "largest_force_ha_per_bohr": 0.0260,
  "homo_lumo_gap_ev": 8.903
}

***

3.
{
  "formula": "C22H34N3O",
  "method": "wB97M-V/def2-TZVPD",
  "symbols": ["O", "C", "N", "C", "C", "C", "C", "N", "C", "H", "H", "C", "C", "C", "H", "H", "C", "H", "C", "H", "H", "H", "H", "H", "H", "H", "C", "C", "H", "H", "H", "H", "H", "C", "N", "H", "C", "H", "C", "C", "C", "C", "C", "C", "C", "H", "H", "H", "H", "H", "H", "H", "H", "H", "H", "H", "H", "H", "H", "H"],
  "positions_angstrom": [[-2.18297, -0.41768, -1.03072], [-2.02396, -1.51654, -0.49576], [-0.92858, -2.01479, 0.05031], [0.34718, -1.42077, 0.17918], [0.65304, -0.15103, -0.30048], [1.91467, 0.36796, -0.13181], [2.93291, -0.35209, 0.52313], [4.17498, 0.16395, 0.69794], [5.31345, -0.69399, 0.97245], [5.43862, -0.81893, 2.05776], [5.11942, -1.67555, 0.53240], [6.62237, -0.16376, 0.38680], [6.59763, -0.00552, -1.13461], [5.36958, 0.73407, -1.67258], [5.58174, 1.05689, -2.69346], [4.51848, 0.05212, -1.72306], [4.97792, 1.95776, -0.84510], [5.83892, 2.61834, -0.74227], [4.44430, 1.57514, 0.55586], [3.53250, 2.13012, 0.78278], [5.17037, 1.84658, 1.32575], [4.20933, 2.50664, -1.39222], [6.63839, -0.99083, -1.60369], [7.50067, 0.53252, -1.42895], [6.88971, 0.78500, 0.85010], [7.40762, -0.87489, 0.65134], [2.59981, -1.63778, 0.99564], [1.33838, -2.15484, 0.82574], [1.11314, -3.14043, 1.20977], [3.32785, -2.22637, 1.52782], [2.12029, 1.34136, -0.54380], [-0.09292, 0.42428, -0.82201], [-0.97756, -2.94582, 0.44657], [-3.28913, -2.42248, -0.45536], [-4.31965, -1.62028, -1.12782], [-4.50544, -1.96865, -2.06840], [-5.59137, -1.38841, -0.40809], [-6.02250, -2.34881, -0.11597], [-5.37810, -0.50038, 0.81665], [-4.59051, 0.75976, 0.52065], [-4.77956, 1.48336, -0.57759], [-4.04218, 2.74538, -0.89071], [-3.34089, 3.31057, 0.33943], [-2.60105, 2.18926, 1.05650], [-3.60230, 1.16372, 1.57872], [-4.15242, 1.58143, 2.42775], [-3.06795, 0.28280, 1.94728], [-1.92196, 1.70207, 0.35546], [-2.01144, 2.58347, 1.88449], [-4.07919, 3.74762, 1.01392], [-2.64711, 4.09740, 0.04328], [-3.30438, 2.52941, -1.67066], [-4.73955, 3.47725, -1.30335], [-5.51151, 1.18813, -1.31909], [-6.36318, -0.23320, 1.20640], [-4.87308, -1.05883, 1.60685], [-6.27873, -0.90269, -1.10123], [-3.75451, -0.66846, -1.22792], [-3.10653, -3.36866, -0.96582], [-3.57452, -2.62346, 0.57773]],
  "forces_ev_per_angstrom": [[0.5, -0.1, 0.1], [-0.5, -0.3, -0.1], [-0.2, -0.3, 0.1], [0.7, 0.4, 0.1], [-0.3, -0.2, 0.0], [0.3, 0.0, 0.1], [-0.4, -0.1, 0.0], [0.2, 0.1, 0.1], [0.3, -0.1, 0.2], [0.0, -0.1, -0.1], [0.0, 0.0, 0.1], [-0.2, -0.2, -0.2], [-0.1, 0.0, 0.1], [0.1, 0.2, 0.0], [-0.1, 0.0, 0.0], [0.0, 0.0, -0.1], [-0.1, -0.2, -0.1], [0.0, 0.1, 0.0], [0.0, 0.2, -0.1], [0.1, 0.0, 0.1], [-0.1, 0.0, 0.0], [0.0, 0.1, 0.0], [0.1, 0.0, 0.0], [0.0, 0.0, -0.1], [0.0, 0.0, 0.1], [0.0, 0.1, 0.1], [0.2, 0.1, 0.0], [-0.3, 0.2, -0.2], [0.0, -0.1, 0.1], [0.1, 0.0, 0.1], [0.1, 0.1, -0.1], [0.0, 0.1, 0.0], [-0.2, 0.1, -0.1], [0.6, -0.1, 0.3], [0.4, 0.7, -0.5], [0.1, 0.0, 0.1], [-0.6, 0.1, 0.6], [0.1, 0.0, -0.1], [0.0, 0.1, -0.2], [-0.2, -0.1, 0.2], [0.0, 0.0, 0.0], [0.1, 0.2, 0.1], [0.2, -0.1, -0.2], [-0.1, 0.1, 0.2], [0.3, 0.2, -0.2], [0.0, -0.1, 0.1], [-0.1, -0.1, 0.1], [0.1, 0.0, 0.0], [0.1, 0.0, 0.0], [0.0, 0.1, 0.0], [0.0, 0.1, 0.0], [0.0, 0.1, -0.1], [0.0, 0.0, -0.1], [-0.2, -0.2, -0.1], [0.0, -0.1, 0.0], [0.0, 0.0, 0.0], [0.1, -0.1, -0.1], [-0.5, -0.7, -0.1], [-0.1, 0.1, 0.0], [-0.1, 0.0, -0.1]],
  "nbo_charge": [-0.63, 0.66, -0.54, 0.05, -0.22, -0.22, 0.21, -0.42, -0.21, 0.19, 0.20, -0.41, -0.40, -0.40, 0.22, 0.20, -0.42, 0.21, -0.22, 0.21, 0.21, 0.21, 0.21, 0.21, 0.20, 0.23, -0.27, -0.19, 0.21, 0.23, 0.21, 0.24, 0.41, -0.33, -0.56, 0.43, -0.21, 0.22, -0.45, 0.00, -0.19, -0.44, -0.39, -0.40, -0.44, 0.22, 0.20, 0.21, 0.22, 0.20, 0.22, 0.22, 0.23, 0.19, 0.25, 0.21, 0.23, 0.50, 0.25, 0.24],
  "charge": 1,
  "smiles": "O=C(C[NH2+]CCC1=CCCCC1)Nc1ccc(N2CCCCCC2)cc1",
  "multiplicity": 1,
  "homo_ev": -9.69,
  "total_energy_ha": -1098.005345,
  "largest_force_ha_per_bohr": 0.0179,
  "homo_lumo_gap_ev": 7.130
}

***

4.
{
  "formula": "C6H12N4O2S",
  "method": "wB97M-V/def2-TZVPD",
  "symbols": ["C", "C", "C", "C", "C", "C", "N", "N", "N", "N", "O", "O", "S", "H", "H", "H", "H", "H", "H", "H", "H", "H", "H", "H", "H"],
  "positions_angstrom": [[-2.22424, -0.72377, -0.92868], [1.94500, 0.10625, 0.42808], [0.02108, 1.65488, 0.09329], [-5.05407, 0.05239, 1.04045], [4.32812, -0.08919, 0.93087], [3.24706, -0.23399, -1.51433], [-3.07895, -0.59246, -0.11206], [1.16766, 1.16131, 0.13315], [-4.48348, -0.70808, -0.13372], [3.32281, 0.34005, -0.10623], [-1.22059, -0.83841, -1.45915], [1.71399, -0.88727, 1.03264], [-1.16699, 2.61942, -0.18879], [-5.79840, -0.60622, 1.58169], [-4.23421, 0.36792, 1.77344], [-5.61048, 0.89159, 0.71707], [3.80657, -0.28519, 1.88007], [4.74148, -0.97540, 0.61378], [5.09681, 0.70508, 0.92904], [2.23750, -0.32859, -1.74738], [3.80716, 0.36435, -2.16761], [3.78661, -1.19317, -1.48497], [-4.61910, -1.75308, -0.05370], [-5.01242, -0.44428, -1.02274], [3.28109, 1.39587, -0.23422]],
  "forces_ev_per_angstrom": [[1.7, -0.5, -1.2], [-0.3, -0.7, 0.9], [1.9, 0.3, -0.6], [-0.1, -1.1, 2.5], [-0.2, 2.1, 0.0], [2.6, -1.5, 1.6], [-2.8, 1.0, 1.8], [-2.5, 1.3, -0.3], [-0.3, -1.4, -0.6], [-1.8, 2.2, -0.1], [0.8, 0.0, -1.0], [-0.3, 0.0, -0.1], [0.6, -1.0, 0.5], [1.0, 0.5, -0.7], [-1.1, -0.7, -1.4], [-0.2, 0.9, -0.7], [0.4, 0.5, -0.4], [1.0, -2.0, -0.7], [-0.4, -0.6, 0.5], [-1.5, -0.2, -0.8], [0.4, 1.1, -0.9], [-0.6, 0.1, 0.0], [-0.4, 1.2, 0.3], [1.2, 0.0, 0.9], [0.8, -1.4, 0.3]],
  "nbo_charge": [0.89, 0.80, 0.27, -0.44, -0.41, -0.39, -0.43, -0.62, -0.34, -0.40, -0.39, -0.46, 0.28, 0.26, 0.28, 0.25, 0.26, 0.24, 0.25, 0.23, 0.25, 0.25, 0.46, 0.46, 0.46],
  "charge": 2,
  "multiplicity": 1,
  "homo_ev": -16.87,
  "total_energy_ha": -1002.807068,
  "largest_force_ha_per_bohr": 0.0682,
  "homo_lumo_gap_ev": 9.880
}

***

5.
{
  "formula": "C5H4INO3",
  "method": "wB97M-V/def2-TZVPD",
  "symbols": ["C", "C", "C", "C", "C", "N", "O", "O", "O", "I", "H", "H", "H", "H"],
  "positions_angstrom": [[-0.76897, -0.09642, -1.68214], [0.14990, 0.49543, -0.67447], [-0.96826, -1.38621, -1.88845], [0.42668, 0.31404, 0.63723], [-0.68452, -0.41352, 2.62350], [-0.05000, -0.69096, 1.61077], [-1.06530, -1.35667, 3.43990], [-1.25599, -2.50209, -2.18854], [1.43312, 1.02229, 1.21331], [-1.23751, 1.51949, 3.38789], [-1.38752, 0.68364, -2.22420], [0.93130, 1.25935, -1.13503], [-0.69491, -2.24260, 3.22929], [1.17915, 1.93367, 1.31078]],
  "forces_ev_per_angstrom": [[-0.4, 0.9, 0.7], [2.2, 0.9, -0.3], [-1.4, -1.9, -1.2], [-0.8, -1.3, 0.5], [-0.1, 0.6, 0.4], [1.0, 1.2, -4.0], [-0.8, -1.1, 2.0], [1.1, 2.8, 1.0], [0.7, -0.1, 0.2], [0.1, -0.5, -0.3], [0.7, -1.5, 0.3], [-1.9, -1.5, 1.0], [-0.1, 0.9, -0.4], [-0.1, 0.6, 0.0]],
  "nbo_charge": [-0.58, -0.29, 0.74, 0.43, 0.51, -0.55, -0.68, -0.45, -0.70, 0.06, 0.28, 0.22, 0.51, 0.49],
  "charge": 0,
  "smiles": "O=C=C/C=C(O)\\N=C(\\O)I",
  "multiplicity": 1,
  "homo_ev": -8.55,
  "total_energy_ha": -771.009646,
  "largest_force_ha_per_bohr": 0.0831,
  "homo_lumo_gap_ev": 8.538
}